No. 1
Entry from the OMol25 dataset: a molecular structure, C2H3ClN (the ωB97M-V functional and the def2-TZVPD basis).

Element x y z (Å)
1 C -0.73071 1.23259 -0.77278
2 C -0.17856 0.15816 -0.06938
3 N -1.10679 2.15018 -1.32985
4 Cl -2.54709 3.54676 -2.28501
5 H -1.02800 -0.25295 0.45264
6 H 0.51456 0.31424 0.83483
7 H 0.44258 -0.39042 -0.94471

Forces on atoms 1 to 6 (eV/Å):
C 0.416 1.220 0.626
C 2.879 -1.621 -0.174
N -3.337 3.527 -2.529
Cl 2.848 -2.763 1.847
H -0.414 -1.381 -0.429
H -0.676 0.729 -1.708

ΔE to the lowest compared entry with this formula, charge and spin in kcal/mol: 66.9
Charge: +1
HOMO energy (spin up / spin down) in eV: -17.87 / -17.87

No. 2
Entry from the OMol25 dataset: a single C2H3ClN2 molecule (the ωB97M-V functional and the def2-TZVPD basis).

Element x y z (Å)
1 C 1.13074 0.19092 0.09545
2 C -0.33472 -0.33488 -0.21196
3 N -1.09917 -1.00294 -0.89486
4 N -1.56724 -0.49468 0.43466
5 Cl -2.51826 1.00579 0.25786
6 H 1.60585 0.25231 -0.97076
7 H 1.55856 -0.70592 0.64303
8 H 1.22424 1.08939 0.64657

Forces on atoms 1 to 6 (eV/Å):
C -1.148 -3.370 -3.138
C 3.053 1.848 1.965
N -0.376 -0.856 -1.817
N -0.309 0.081 1.002
Cl -0.156 0.239 -0.077
H -0.536 0.031 2.164

SMILES: CC1=NN1Cl
ΔE to the lowest compared entry with this formula, charge and spin in kcal/mol: 93.3
HOMO energy in eV: -10.11

No. 3
Entry from the OMol25 dataset: 2 unconnected molecules or ions with the total composition C2H3ClN2 (the ωB97M-V functional and the def2-TZVPD basis).

Element x y z (Å)
1 C -0.22214 -0.94747 -0.51800
2 C 0.22717 -0.71637 -1.69914
3 N -0.01801 0.71618 1.55590
4 N -0.06415 1.05256 0.43652
5 Cl 0.34269 -1.96020 -2.98432
6 H -0.82986 -1.36554 0.22951
7 H 0.66597 0.27385 -1.94983
8 H 0.04419 1.39006 2.45790

Forces on atoms 1 to 6 (eV/Å):
C -0.121 2.275 -0.062
C 0.725 0.017 -0.587
N -0.028 0.073 2.392
N 0.036 -0.653 0.034
Cl -0.033 0.518 0.337
H -0.187 -0.839 0.430

ΔE to the lowest compared entry with this formula, charge and spin in kcal/mol: 123.4
HOMO energy (spin up / spin down) in eV: -8.11 / -8.40

No. 4
Entry from the OMol25 dataset: a single C2H3ClN2 molecule (the ωB97M-V functional and the def2-TZVPD basis).

Element x y z (Å)
1 N 0.65123 -2.12851 1.04529
2 C 0.12039 -1.16253 0.76867
3 C -0.43007 0.15600 0.14829
4 N 0.10166 0.26809 -1.08254
5 Cl 0.33327 1.29424 1.51657
6 H -1.39625 0.38964 0.41519
7 H -0.40566 0.72451 -1.78947
8 H 1.02542 0.45856 -1.02201

Forces on atoms 1 to 6 (eV/Å):
N 0.600 -1.262 0.548
C -1.826 2.417 -1.377
C 3.291 -2.285 3.663
N -2.685 -0.511 -0.695
Cl -0.049 0.405 -0.555
H -2.370 -0.143 -0.486

SMILES: N#C[C@H](N)Cl
ΔE to the lowest compared entry with this formula, charge and spin in kcal/mol: 33.8
HOMO energy in eV: -10.80

No. 5
Entry from the OMol25 dataset: 2 unconnected molecules or ions with the total composition C2H3ClN2O (the ωB97M-V functional and the def2-TZVPD basis).

Element x y z (Å)
1 C -0.42626 0.98403 0.03748
2 C 0.20336 -0.95486 -0.72213
3 N -1.23328 0.84573 0.95423
4 N 1.18140 -1.48900 -0.02646
5 O 1.62325 -1.18569 1.09380
6 Cl 0.52198 2.23630 -0.56800
7 H 0.35412 -1.05801 -1.84618
8 H -0.77592 -1.18535 -0.26039
9 H -1.44866 1.80685 1.33765

Forces on atoms 1 to 6 (eV/Å):
C 1.617 -3.804 -1.163
C -3.202 3.457 -0.727
N -0.693 2.020 0.417
N 3.892 -1.322 3.073
O -1.693 -0.053 -2.437
Cl 0.152 0.910 -0.187

ΔE to the lowest compared entry with this formula, charge and spin in kcal/mol: 129.3
HOMO energy (spin up / spin down) in eV: -8.84 / -8.48

No. 6
Entry from the OMol25 dataset: a single C2H3ClN4 molecule (the ωB97M-V functional and the def2-TZVPD basis).

Element x y z (Å)
1 N 1.42190 -0.76593 -1.20432
2 N 0.27216 -0.14318 -0.82038
3 N -0.58041 0.41592 -1.70974
4 N -1.48901 1.06820 -1.01807
5 C -1.18245 0.96144 0.27958
6 C -0.10064 0.12099 0.44253
7 Cl 0.53606 -0.58314 1.84076
8 H 1.25451 -1.73528 -1.46555
9 H 1.74371 -0.23388 -2.04299
10 H -1.78506 1.36295 1.15051

Forces on atoms 1 to 6 (eV/Å):
N 1.180 0.233 -1.411
N -1.009 0.111 0.051
N -0.118 0.138 0.659
N 0.974 -0.043 -0.611
C -1.121 -0.247 2.530
C -0.607 0.772 -0.449

SMILES: Nn1nncc1Cl
ΔE to the lowest compared entry with this formula, charge and spin in kcal/mol: 25.4
HOMO energy in eV: -9.63

No. 7
Entry from the OMol25 dataset: a molecular structure, C2H3ClNP (the ωB97M-V functional and the def2-TZVPD basis).

Element x y z (Å)
1 C 0.04939 0.45071 -0.31154
2 C 0.74866 -0.80993 -0.22259
3 N -0.23700 1.13887 -1.28415
4 P -0.03377 0.30827 1.69250
5 Cl -1.75292 -0.79228 1.97296
6 H 0.01976 -1.61123 -0.00576
7 H 1.69849 -0.77737 -0.65807
8 H -0.49261 2.09295 -1.18335

Forces on atoms 1 to 6 (eV/Å):
C -0.383 -1.429 1.663
C -3.676 1.287 2.831
N 0.698 0.578 -1.586
P 1.448 -0.277 -2.470
Cl 0.098 -0.028 -0.326
H 1.208 -0.167 -0.594

ΔE to the lowest compared entry with this formula, charge and spin in kcal/mol: 32.4
HOMO energy in eV: -8.68

No. 8
Entry from the OMol25 dataset: 2 unconnected molecules or ions with the total composition C2H3ClO2 (the ωB97M-V functional and the def2-TZVPD basis).

Element x y z (Å)
1 C 0.51705 0.77910 0.29193
2 C -0.65535 -0.02829 -0.10646
3 O -0.06812 0.64252 -1.05183
4 O -0.04861 -1.92382 -0.09261
5 Cl -2.26994 0.06299 0.41753
6 H 0.24243 1.77195 0.73496
7 H 1.47101 0.38614 0.29025
8 H 0.81153 -1.69060 -0.48376

Forces on atoms 1 to 6 (eV/Å):
C -3.283 1.632 -0.018
C 2.629 -3.956 1.725
O -0.557 0.580 -1.420
O -1.254 4.011 -0.233
Cl 0.227 -0.184 -0.405
H 0.797 -1.015 -0.335

ΔE to the lowest compared entry with this formula, charge and spin in kcal/mol: 91.7
HOMO energy in eV: -10.33

No. 9
Entry from the OMol25 dataset: a single C2H3ClO2S molecule (the ωB97M-V functional and the def2-TZVPD basis).

Element x y z (Å)
1 O 2.11548 -1.46890 0.94248
2 S 1.86896 -0.43398 -0.01110
3 O 2.88761 -0.14945 -0.97632
4 C 0.19918 -0.19472 -0.49872
5 C 0.76150 0.85628 0.56198
6 Cl 0.70278 2.53101 0.19609
7 H -0.74928 -0.52750 -0.03820
8 H 0.28583 0.06039 -1.50242
9 H 0.14809 0.75202 1.42597

Forces on atoms 1 to 6 (eV/Å):
O -0.078 -0.119 0.392
S -0.579 -0.633 1.699
O -0.782 0.650 -0.213
C 0.081 0.318 1.935
C 0.025 -0.211 -1.683
Cl 0.523 0.851 -0.476

SMILES: O=S1(=O)C[C@@H]1Cl
ΔE to the lowest compared entry with this formula, charge and spin in kcal/mol: 56.3
HOMO energy in eV: -10.62

No. 10
Entry from the OMol25 dataset: 2 unconnected molecules or ions with the total composition C2H3ClO2S (the ωB97M-V functional and the def2-TZVPD basis).

Element x y z (Å)
1 C -2.82314 -0.44553 -1.22846
2 C 0.51202 0.21496 -0.26160
3 O 1.71654 -0.68430 1.95214
4 O -3.01422 -0.22843 -2.31628
5 S 2.09760 -0.10668 0.48826
6 Cl -0.37246 1.66626 0.26421
7 H 0.64590 0.21937 -1.31472
8 H -0.28418 -0.71620 -0.15302
9 H 1.52194 0.08055 2.56947

Forces on atoms 1 to 6 (eV/Å):
C -0.040 0.000 -0.165
C -2.273 -3.038 0.943
O -0.699 0.969 1.724
O 0.022 -0.006 0.159
S -0.116 0.406 -0.981
Cl 0.116 0.145 0.050

ΔE to the lowest compared entry with this formula, charge and spin in kcal/mol: 18.0
HOMO energy in eV: -9.27

No. 11
Entry from the OMol25 dataset: 2 unconnected molecules or ions with the total composition C2H3ClO3 (the ωB97M-V functional and the def2-TZVPD basis).

Element x y z (Å)
1 O -1.73280 -0.85616 0.12299
2 C -2.52447 -0.00591 0.40328
3 Cl -4.04644 0.14172 -0.51960
4 H -2.61710 0.75741 1.24286
5 O 0.09524 0.85976 0.34252
6 C 1.10094 0.25728 0.08008
7 O 1.17875 -1.06697 0.02108
8 H 2.16078 0.75380 0.19204
9 H 0.36352 -1.64279 -0.09648

Forces on atoms 1 to 6 (eV/Å):
O -1.472 1.198 0.782
C -0.116 -0.867 0.052
Cl 0.153 0.075 -0.047
H 0.892 -1.016 -0.884
O 0.741 0.746 -0.792
C 0.300 0.707 2.316

SMILES: O=CCl.O=CO
ΔE to the lowest compared entry with this formula, charge and spin in kcal/mol: 16.7
HOMO energy in eV: -10.47

No. 12
Entry from the OMol25 dataset: a gas-phase ion, C2H3ClO3P (charge -1) (the ωB97M-V functional and the def2-TZVPD basis).

Element x y z (Å)
1 C -1.70473 -1.08311 -0.69827
2 C -0.82178 -0.20397 -0.23548
3 O 0.12583 -0.53468 0.61643
4 P 1.55183 0.89595 0.80819
5 O 2.17649 0.70901 2.11652
6 O 0.92929 2.13229 0.32437
7 Cl 2.76069 0.15292 -0.64021
8 H -2.50084 -0.79201 -1.35510
9 H -1.65598 -2.11986 -0.40238
10 H -0.86079 0.84346 -0.53408

Forces on atoms 1 to 6 (eV/Å):
C -0.320 -0.450 -0.098
C -0.143 0.368 -0.184
O 2.752 2.085 0.770
P -2.273 -1.531 0.084
O 0.033 -0.399 0.209
O -0.213 0.125 -0.236

SMILES: C=CO[P@](=O)([O-])Cl
ΔE to the lowest compared entry with this formula, charge and spin in kcal/mol: 0.0
Charge: -1
HOMO energy in eV: -4.63

No. 13
Entry from the OMol25 dataset: a single C2H3ClO3S molecule (the ωB97M-V functional and the def2-TZVPD basis).

Element x y z (Å)
1 C 0.68196 -0.57876 0.30429
2 C 0.61912 0.72217 -0.59965
3 O -2.76122 -0.26050 0.88525
4 O -0.50412 -1.25622 0.15804
5 O -0.97912 0.95113 -0.39903
6 S -1.85867 -0.41737 -0.20071
7 Cl 1.47881 2.01285 0.06997
8 H 1.65350 -1.31400 0.08199
9 H 0.75366 -0.32369 1.32544
10 H 0.91607 0.46439 -1.62559

Forces on atoms 1 to 6 (eV/Å):
C 3.044 -0.466 -1.088
C -2.987 -2.950 1.578
O 0.201 0.328 1.174
O -0.688 -1.744 -0.297
O 2.524 0.518 -0.781
S 0.513 0.106 -2.134

ΔE to the lowest compared entry with this formula, charge and spin in kcal/mol: 18.5
HOMO energy in eV: -10.29

No. 14
Entry from the OMol25 dataset: 2 unconnected molecules or ions with the total composition C2H3ClOS (the ωB97M-V functional and the def2-TZVPD basis).

Element x y z (Å)
1 C 1.06689 1.07298 0.46419
2 C 0.15712 0.04901 0.04939
3 O 2.06517 1.40219 0.95404
4 S -0.72703 3.44512 -0.25389
5 Cl -0.93786 4.64968 1.32534
6 H -0.86029 0.32605 0.32374
7 H 0.19176 -0.00939 -1.03969
8 H 0.41750 -0.92847 0.47376

Forces on atoms 1 to 6 (eV/Å):
C 0.966 2.676 0.774
C -0.641 -1.050 -0.249
O -1.288 -0.854 -0.670
S 0.652 -1.300 -0.385
Cl 0.053 0.228 0.526
H 0.113 0.117 0.023

ΔE to the lowest compared entry with this formula, charge and spin in kcal/mol: 57.7
HOMO energy (spin up / spin down) in eV: -8.06 / -7.60

No. 15
Entry from the OMol25 dataset: a molecular structure, C2H3ClS (the ωB97M-V functional and the def2-TZVPD basis).

Element x y z (Å)
1 C 0.61726 -0.16087 0.37831
2 C -0.56005 -0.17385 -0.48202
3 S 1.05864 1.53486 -0.12306
4 Cl -2.13522 -0.20133 0.05899
5 H 0.16956 -0.19698 1.47209
6 H 1.31228 -0.86697 0.22654
7 H -0.46247 0.06515 -1.53084

Forces on atoms 1 to 6 (eV/Å):
C -3.730 1.800 3.376
C 1.758 2.347 -0.739
S -1.575 -1.066 -0.201
Cl -0.476 0.136 0.419
H 1.363 -0.070 -1.957
H 2.588 -2.455 -0.611

ΔE to the lowest compared entry with this formula, charge and spin in kcal/mol: 41.5
HOMO energy (spin up / spin down) in eV: -8.65 / -8.66

No. 16
Entry from the OMol25 dataset: 2 unconnected molecules or ions with the total composition C2H3ClSi (the ωB97M-V functional and the def2-TZVPD basis).

Element x y z (Å)
1 C 0.19151 -2.49916 -0.84506
2 C -0.17049 -1.35780 -0.70047
3 Si -0.70043 1.66337 0.43079
4 Cl -2.48726 2.06962 -0.28585
5 H 0.73748 -3.43782 -0.79070
6 H 0.24079 1.82904 -0.79541
7 H -0.46706 2.14886 1.75989

Forces on atoms 1 to 6 (eV/Å):
C 1.038 -1.146 0.395
C -0.763 2.436 1.061
Si 1.672 -1.834 -3.510
Cl -1.009 0.104 0.103
H -0.646 0.534 -0.365
H -0.492 0.081 1.658

ΔE to the lowest compared entry with this formula, charge and spin in kcal/mol: 112.3
HOMO energy (spin up / spin down) in eV: -8.76 / -8.88

No. 17
Entry from the OMol25 dataset: 2 unconnected molecules or ions with the total composition C2H3ClSi (the ωB97M-V functional and the def2-TZVPD basis).

Element x y z (Å)
1 C -1.38250 -1.41366 0.07010
2 C -0.46366 -0.65715 -0.11733
3 Si 0.83543 0.62814 -0.27578
4 Cl 2.67055 -0.03671 0.12594
5 H -2.17946 -2.08558 0.21591
6 H -0.26374 2.07516 1.41620
7 H 0.78338 1.48979 -1.43504

Forces on atoms 1 to 6 (eV/Å):
C 0.558 0.349 -0.190
C 0.498 0.293 -0.274
Si -2.781 1.383 2.464
Cl 0.533 -0.165 0.139
H -0.385 -0.304 0.102
H 1.512 -1.541 -1.847

ΔE to the lowest compared entry with this formula, charge and spin in kcal/mol: 64.5
HOMO energy in eV: -8.85

No. 18
Entry from the OMol25 dataset: a molecular structure, C2H3CoF4NO4S2 (the ωB97M-V functional and the def2-TZVPD basis).

Element x y z (Å)
1 N 0.60514 -0.02718 0.60894
2 S 1.87718 1.31576 0.42133
3 O 2.37052 0.90606 -0.99304
4 O 2.87795 0.90972 1.43524
5 S -0.67698 0.28040 -0.28854
6 O -0.46502 -0.29380 -1.66699
7 O -1.14070 1.65942 -0.30429
8 C -2.07643 -0.74810 0.40238
9 F -1.86899 -2.02557 0.16519
10 F -2.16144 -0.52953 1.69732
11 F -3.18820 -0.36806 -0.19443
12 Co 1.45751 -0.54503 -1.86196
13 F 1.99837 -2.08161 -1.08763
14 C 1.36108 -1.82126 0.96258
15 H 2.10755 -2.62043 0.92578
16 H 0.41175 -2.36409 0.95441
17 H 1.79937 -1.42318 1.88737

Forces on atoms 1 to 6 (eV/Å):
N 1.925 0.690 0.383
S 1.565 -4.189 -1.488
O -0.418 2.279 2.280
O -1.445 1.153 -0.768
S -2.185 1.955 -2.542
O -0.272 0.248 1.137

2S+1: 5
<S²>: 6.0200
Charge: +1
HOMO energy (spin up / spin down) in eV: -15.74 / -15.52

No. 19
Entry from the OMol25 dataset: a molecular structure, C2H3CrLiO2 (the ωB97M-V functional and the def2-TZVPD basis).

Element x y z (Å)
1 H -0.44456 1.52017 -2.39612
2 O 1.35785 0.00682 -0.46078
3 C 0.85116 -0.51698 0.67857
4 C -0.42271 -0.20847 1.03679
5 O -1.16028 0.43771 0.09335
6 Li -0.91322 -0.86734 -1.28332
7 Cr 0.20578 1.52226 -0.80397
8 H 1.44716 -1.25627 1.22441
9 H -0.92119 -0.63789 1.91107

Forces on atoms 1 to 6 (eV/Å):
H 0.562 -0.304 1.184
O -1.112 1.406 -1.138
C -0.734 -0.559 1.026
C 1.170 -1.667 0.156
O 0.324 1.898 -1.539
Li 0.000 -0.188 0.239

2S+1: 4
<S²>: 3.8947
ΔE to the lowest compared entry with this formula, charge and spin in kcal/mol: 2.4
Charge: +1
HOMO energy (spin up / spin down) in eV: -12.76 / -12.99

No. 20
Entry from the OMol25 dataset: a molecular structure, C2H3CrO2 (the ωB97M-V functional and the def2-TZVPD basis).

Element x y z (Å)
1 H -2.32962 -0.02923 0.74502
2 C -0.79238 -0.83594 0.22096
3 O 0.28368 -1.32152 0.48555
4 O -0.84814 0.35077 -0.34252
5 C -2.11410 1.00853 -0.02806
6 H -1.88360 2.04409 0.21282
7 H -2.80045 0.78823 -0.84586
8 Cr 1.47219 0.29200 -0.36699

Forces on atoms 1 to 6 (eV/Å):
H -1.278 3.818 -0.585
C 1.366 0.700 0.112
O 0.145 0.651 -0.801
O 2.729 -0.674 -1.284
C -1.681 -3.872 1.517
H -0.522 -0.292 0.604

2S+1: 6
<S²>: 8.7743
ΔE to the lowest compared entry with this formula, charge and spin in kcal/mol: 8.7
Charge: +2
HOMO energy (spin up / spin down) in eV: -20.79 / -21.60

no.,energy (a.u.)
1,-592.488119
2,-647.573079
3,-647.525133
4,-647.668001
5,-722.747557
6,-757.157105
7,-934.218835
8,-688.538069
9,-1086.760966
10,-1086.822049
11,-763.900155
12,-1105.435692
13,-1162.037774
14,-1011.528637
15,-936.290695
16,-827.483536
17,-827.559781
18,-3011.809964
19,-1280.177120
20,-1272.016822